No. 1
{
  "formula": "C36H23F9MnN4O4PSe",
  "method": "wB97M-V/def2-TZVPD",
  "symbols": ["Mn", "O", "C", "C", "C", "C", "C", "C", "C", "O", "N", "N", "C", "C", "C", "C", "C", "C", "N", "H", "H", "H", "H", "H", "H", "H", "H", "H", "H", "O", "C", "O", "H", "Se", "C", "N", "F", "C", "F", "F", "C", "C", "C", "C", "C", "C", "P", "C", "C", "C", "C", "C", "C", "C", "F", "F", "F", "C", "C", "C", "C", "C", "C", "C", "F", "F", "F", "H", "H", "H", "H", "H", "H", "H", "H", "H", "H", "H", "H"],
  "positions_angstrom": [[-1.879, 0.661, 1.041], [2.175, 0.557, 4.574], [1.575, -0.634, 4.721], [2.207, -1.571, 5.542], [1.652, -2.819, 5.733], [0.453, -3.171, 5.113], [-0.173, -2.256, 4.296], [0.370, -0.982, 4.085], [-0.296, -0.079, 3.144], [-1.294, -0.535, 2.439], [0.164, 1.144, 2.991], [-0.555, 1.747, 1.992], [-0.433, 2.980, 1.658], [-1.299, 3.378, 0.569], [-1.243, 4.617, 0.017], [-2.037, 4.864, -1.158], [-2.899, 3.936, -1.587], [-3.152, 2.682, -0.805], [-2.096, 2.352, 0.109], [1.622, 1.111, 3.982], [3.137, -1.285, 6.016], [2.157, -3.530, 6.375], [0.020, -4.150, 5.269], [-1.100, -2.502, 3.796], [0.268, 3.644, 2.151], [-0.581, 5.365, 0.426], [-1.906, 5.786, -1.711], [-3.482, 4.074, -2.488], [-3.334, 1.845, -1.473], [-3.071, -0.416, -1.602], [-3.770, -0.601, -0.620], [-3.466, -0.265, 0.598], [-4.754, -1.086, -0.700], [-5.087, 3.165, 2.769], [-4.709, 2.987, 1.089], [-4.449, 2.865, -0.062], [-1.456, -6.775, -1.974], [-0.653, -6.014, -2.730], [0.546, -6.623, -2.782], [-1.148, -6.032, -3.981], [-0.532, -4.609, -2.210], [0.369, -3.753, -2.835], [0.493, -2.451, -2.392], [-0.293, -1.994, -1.335], [-1.182, -2.859, -0.711], [-1.303, -4.172, -1.148], [-0.103, -0.314, -0.661], [1.617, -0.429, -0.035], [2.729, 0.198, -0.585], [3.977, 0.054, 0.007], [4.116, -0.720, 1.148], [3.018, -1.376, 1.690], [1.781, -1.233, 1.094], [5.447, -0.837, 1.836], [5.683, -2.092, 2.250], [5.507, -0.053, 2.927], [6.466, -0.480, 1.039], [-0.056, 0.820, -2.075], [-0.698, 0.524, -3.271], [-0.803, 1.489, -4.263], [-0.270, 2.750, -4.057], [0.369, 3.060, -2.862], [0.466, 2.100, -1.874], [-0.452, 3.825, -5.089], [-0.647, 3.324, -6.317], [0.609, 4.646, -5.153], [-1.521, 4.598, -4.808], [0.975, -4.111, -3.657], [1.205, -1.787, -2.867], [-1.780, -2.510, 0.122], [-1.993, -4.848, -0.663], [2.636, 0.799, -1.479], [4.841, 0.541, -0.425], [3.127, -1.992, 2.574], [0.936, -1.769, 1.506], [-1.150, -0.446, -3.419], [-1.308, 1.259, -5.191], [0.770, 4.052, -2.701], [0.933, 2.359, -0.932]],
  "lumo_ev": [-1.10, -1.41],
  "spin_multiplicity": 5,
  "e_tot_ha": -6698.3606,
  "fmax_ha_per_bohr": 0.00379,
  "homo_lumo_gap_ev": [7.1, 6.9]
}


No. 2
{
  "formula": "C36H24BF4O24",
  "method": "wB97M-V/def2-TZVPD",
  "symbols": ["B", "F", "F", "F", "F", "C", "C", "C", "O", "C", "C", "C", "O", "O", "O", "H", "H", "H", "H", "C", "C", "C", "O", "C", "C", "C", "O", "O", "O", "H", "H", "H", "H", "C", "C", "C", "O", "C", "C", "C", "O", "O", "O", "H", "H", "H", "H", "C", "C", "C", "O", "C", "C", "C", "O", "O", "O", "H", "H", "H", "H", "C", "C", "C", "O", "C", "C", "C", "O", "O", "O", "H", "H", "H", "H", "C", "C", "C", "O", "C", "C", "C", "O", "O", "O", "H", "H", "H", "H"],
  "positions_angstrom": [[1.568, -0.187, 0.601], [2.644, 0.221, 1.327], [0.308, 0.162, 1.267], [1.531, 0.276, -0.768], [1.576, -1.578, 0.627], [-4.439, -1.738, 0.260], [-5.349, -2.732, 1.056], [-4.924, -3.442, 2.246], [-5.790, -4.236, 2.861], [-3.662, -3.091, 2.827], [-2.831, -2.079, 2.157], [-3.231, -1.396, 0.927], [-2.573, -0.520, 0.365], [-1.561, -1.713, 2.642], [-6.571, -3.172, 0.439], [-4.760, -1.321, -0.550], [-3.332, -3.526, 3.701], [-1.182, -1.269, 2.036], [-6.875, -3.866, 1.078], [-1.698, 1.545, -5.432], [-2.896, 1.091, -4.535], [-2.596, 0.735, -3.204], [-3.508, 0.101, -2.549], [-1.287, 1.044, -2.535], [-0.137, 1.503, -3.439], [-0.318, 1.747, -4.791], [0.533, 2.267, -5.523], [1.165, 1.443, -2.950], [-4.120, 0.818, -5.016], [-1.797, 1.759, -6.368], [-1.102, 0.637, -1.552], [1.178, 0.903, -2.089], [-4.457, 0.339, -4.389], [-1.621, -2.523, -3.929], [-0.386, -2.009, -4.542], [1.030, -1.993, -3.826], [2.060, -1.627, -4.339], [0.964, -2.373, -2.380], [-0.440, -2.694, -1.735], [-1.698, -2.801, -2.560], [-2.757, -3.144, -1.978], [-0.547, -2.727, -0.397], [-0.222, -1.705, -5.876], [-2.456, -2.724, -4.510], [1.847, -2.432, -1.753], [0.253, -2.332, 0.013], [0.732, -1.700, -6.156], [-1.841, 4.746, 0.258], [-1.478, 3.413, 0.907], [-2.071, 3.031, 2.161], [-1.906, 2.000, 2.658], [-2.909, 3.995, 2.816], [-3.209, 5.417, 2.308], [-2.621, 5.843, 0.998], [-2.877, 6.937, 0.470], [-3.940, 6.385, 3.054], [-0.827, 2.442, 0.208], [-1.343, 4.834, -0.732], [-3.604, 3.756, 3.679], [-4.362, 6.005, 3.868], [-0.568, 1.678, 0.739], [5.233, 4.260, -1.781], [3.901, 4.944, -1.477], [2.928, 4.414, -0.642], [1.882, 5.092, -0.359], [3.266, 3.084, -0.048], [4.508, 2.398, -0.504], [5.522, 2.982, -1.303], [6.693, 2.447, -1.466], [4.552, 0.995, -0.465], [3.657, 6.204, -2.114], [5.960, 4.723, -2.258], [2.271, 2.795, 0.409], [3.922, 0.575, 0.031], [2.834, 6.313, -1.807], [4.808, -4.712, 3.705], [4.267, -3.317, 3.657], [3.142, -2.920, 4.407], [2.794, -1.716, 4.417], [2.552, -3.900, 5.324], [3.081, -5.359, 5.432], [4.195, -5.784, 4.602], [4.686, -6.971, 4.639], [2.698, -6.283, 6.311], [4.710, -2.343, 2.760], [5.661, -4.958, 2.955], [1.785, -3.607, 5.823], [1.851, -5.951, 6.955], [3.935, -1.825, 2.647]],
  "lumo_ev": -0.75,
  "charge": -1,
  "e_tot_ha": -3615.9822,
  "fmax_ha_per_bohr": 0.24272,
  "homo_lumo_gap_ev": 6.0
}


No. 3
{
  "formula": "C36H24Cl2N5O2OsS3",
  "method": "wB97M-V/def2-TZVPD",
  "symbols": ["Os", "C", "N", "C", "C", "N", "C", "S", "C", "C", "C", "C", "C", "N", "H", "H", "H", "H", "H", "H", "H", "H", "H", "Cl", "C", "C", "C", "Cl", "C", "O", "C", "C", "O", "C", "H", "H", "H", "S", "C", "C", "C", "C", "C", "C", "N", "C", "C", "C", "C", "C", "C", "C", "C", "N", "C", "C", "C", "C", "C", "S", "C", "H", "H", "H", "H", "H", "H", "H", "H", "H", "H", "H", "H"],
  "positions_angstrom": [[0.147, 0.374, -0.224], [-3.105, 2.818, -3.661], [-1.695, 2.566, -3.781], [-0.857, 3.230, -4.633], [0.392, 2.747, -4.452], [0.326, 1.789, -3.455], [-0.977, 1.691, -3.053], [-1.645, 0.585, -1.953], [1.479, 1.157, -2.962], [2.487, 0.847, -3.874], [3.710, 0.397, -3.413], [3.921, 0.371, -2.040], [2.854, 0.640, -1.203], [1.622, 0.956, -1.637], [-3.461, 3.310, -4.563], [-3.296, 3.469, -2.806], [-3.645, 1.883, -3.528], [-1.200, 4.002, -5.296], [1.315, 3.027, -4.920], [2.301, 0.944, -4.932], [4.482, 0.098, -4.103], [4.880, 0.106, -1.622], [2.974, 0.597, -0.126], [1.288, 6.358, 4.597], [0.824, 5.157, 3.482], [-0.293, 5.361, 2.654], [-0.650, 4.423, 1.718], [-2.008, 4.660, 0.708], [0.100, 3.197, 1.528], [-0.221, 2.417, 0.592], [1.175, 2.978, 2.466], [1.876, 1.718, 2.471], [1.686, 0.760, 1.731], [1.533, 3.962, 3.388], [-0.866, 6.270, 2.761], [2.652, 1.640, 3.251], [2.377, 3.795, 4.041], [5.020, -3.192, -0.948], [6.049, -4.523, -1.179], [5.379, -5.725, -1.132], [4.012, -5.575, -0.893], [3.627, -4.248, -0.752], [2.341, -3.721, -0.399], [2.071, -2.336, -0.513], [0.965, -1.760, -0.105], [0.000, -2.524, 0.474], [0.135, -3.936, 0.559], [-0.934, -4.704, 1.110], [-2.044, -4.100, 1.592], [-2.179, -2.678, 1.585], [-3.288, -2.032, 2.125], [-3.374, -0.635, 2.093], [-2.304, 0.062, 1.480], [-1.250, -0.526, 0.948], [-1.155, -1.887, 1.003], [-4.504, 0.055, 2.644], [-5.716, -0.479, 3.064], [-6.583, 0.471, 3.599], [-6.041, 1.738, 3.599], [-4.479, 1.789, 2.937], [1.319, -4.522, 0.113], [7.100, -4.363, -1.330], [5.872, -6.673, -1.249], [3.332, -6.408, -0.848], [2.823, -1.711, -0.972], [-0.828, -5.777, 1.134], [-2.854, -4.684, 1.994], [-4.060, -2.623, 2.586], [-2.332, 1.144, 1.422], [-5.986, -1.514, 2.969], [-7.567, 0.253, 3.979], [-6.499, 2.639, 3.964], [1.444, -5.591, 0.196]],
  "lumo_ev": [-8.37, -10.97],
  "spin_multiplicity": 5,
  "charge": 3,
  "e_tot_ha": -4015.2497,
  "fmax_ha_per_bohr": 0.03122,
  "homo_lumo_gap_ev": [6.1, 3.5]
}


No. 4
{
  "formula": "C36H24N11Re",
  "method": "wB97M-V/def2-TZVPD",
  "symbols": ["Re", "C", "C", "N", "C", "C", "N", "C", "C", "C", "C", "C", "N", "C", "C", "N", "C", "C", "N", "C", "C", "C", "N", "C", "C", "H", "H", "H", "H", "H", "H", "H", "H", "H", "H", "H", "H", "C", "C", "C", "C", "N", "C", "N", "C", "N", "C", "N", "C", "C", "C", "C", "C", "N", "C", "C", "C", "C", "C", "C", "H", "H", "H", "H", "H", "H", "H", "H", "H", "H", "H", "H"],
  "positions_angstrom": [[0.651, -1.692, 0.070], [-3.681, -3.229, -0.343], [-2.358, -3.156, 0.102], [-1.752, -1.985, 0.267], [-2.489, -0.874, 0.051], [-3.760, -0.976, -0.521], [-4.328, -2.145, -0.715], [-1.916, 0.355, 0.606], [-2.665, 1.436, 1.063], [-2.041, 2.392, 1.868], [-0.694, 2.221, 2.202], [-0.021, 1.107, 1.709], [-0.627, 0.245, 0.900], [1.252, 0.605, 2.229], [2.166, 1.353, 2.979], [3.107, 0.769, 3.685], [3.181, -0.546, 3.678], [2.384, -1.297, 2.808], [1.443, -0.724, 2.067], [-2.815, 3.506, 2.449], [-4.093, 3.293, 2.967], [-4.768, 4.374, 3.527], [-4.211, 5.553, 3.553], [-3.022, 5.805, 3.080], [-2.265, 4.787, 2.510], [-4.214, -4.165, -0.415], [-1.795, -4.050, 0.328], [-4.312, -0.103, -0.841], [-3.716, 1.514, 0.838], [-0.213, 2.890, 2.897], [2.145, 2.434, 2.992], [3.893, -1.005, 4.347], [2.511, -2.368, 2.720], [-4.554, 2.319, 2.976], [-5.760, 4.278, 3.948], [-2.659, 6.821, 3.150], [-1.290, 5.000, 2.104], [-0.577, -5.049, -2.349], [-1.458, -4.508, -3.285], [-1.518, -3.136, -3.409], [-0.728, -2.315, -2.588], [0.043, -2.858, -1.594], [0.127, -4.193, -1.526], [-0.740, -0.997, -2.902], [0.102, -0.129, -2.453], [0.973, -0.364, -1.408], [1.964, 0.595, -1.392], [3.062, 0.488, -0.725], [3.513, -0.659, -0.161], [4.855, -0.635, 0.255], [5.473, -1.793, 0.675], [4.742, -2.979, 0.661], [3.405, -2.930, 0.315], [2.773, -1.807, -0.054], [1.615, 1.608, -2.375], [2.270, 2.752, -2.792], [1.728, 3.451, -3.871], [0.583, 3.006, -4.520], [-0.070, 1.841, -4.119], [0.448, 1.155, -3.038], [-0.452, -6.115, -2.255], [-2.055, -5.147, -3.917], [-2.128, -2.651, -4.156], [0.790, -4.598, -0.769], [5.376, 0.308, 0.190], [6.509, -1.786, 0.979], [5.196, -3.919, 0.930], [2.808, -3.834, 0.346], [3.173, 3.078, -2.303], [2.222, 4.345, -4.220], [0.199, 3.562, -5.363], [-0.939, 1.472, -4.639]],
  "lumo_ev": [-11.27, -11.21],
  "spin_multiplicity": 2,
  "charge": 3,
  "e_tot_ha": -2065.9216,
  "fmax_ha_per_bohr": 0.06638,
  "homo_lumo_gap_ev": [4.3, 4.4]
}